1.
DFT (wB97M-V/def2-TZVPD) results for a molecular structure, C16H26N6O6Pd.

Properties
Multiplicity   3
HOMO level (spin up / spin down)   -7.1 / -7.1 eV
Relative energy (zero: lowest compared OMol25 entry of this formula, charge and spin)   0.00 kJ/mol
HOMO-LUMO gap (spin up / spin down)   6.4021 / 5.0248 eV

CARTESIAN COORDINATES (ANGSTROEM)
O1 2.57 1.74 -3.03
H1 2.12 0.94 -3.03
Pd1 0.86 0.73 -0.37
N1 1.29 -0.99 0.92
N2 1.58 -0.82 -1.64
N3 -0.34 1.39 1.31
N4 -0.35 2.40 -1.15
O2 1.19 -1.07 2.21
O3 -0.27 0.94 2.56
O4 -0.56 2.71 -2.39
O5 1.59 -0.71 -2.90
C1 1.94 -2.01 -1.08
C2 1.81 -2.09 0.33
C3 -1.17 2.42 1.10
C4 -1.20 2.94 -0.23
C5 2.12 -3.27 1.17
H2 1.19 -3.65 1.63
H3 2.80 -2.99 1.99
H4 2.58 -4.07 0.58
C6 2.33 -3.14 -1.96
H5 2.87 -2.76 -2.84
H6 1.45 -3.69 -2.33
H7 2.96 -3.85 -1.43
C7 -2.05 2.99 2.16
C8 -2.07 4.04 -0.70
H8 -1.78 2.55 3.14
H9 -3.10 2.78 1.91
H10 -1.92 4.09 2.17
H11 -1.81 4.19 -1.75
H12 -1.86 4.96 -0.14
H13 -3.14 3.79 -0.62
H14 0.35 0.07 2.47
H15 1.85 2.29 -2.65
C9 2.37 1.60 0.46
H16 2.95 0.66 0.71
H17 2.02 2.18 1.38
H18 2.86 2.12 -0.51
O6 4.80 2.19 2.33
H19 4.71 2.96 2.91
H20 4.56 1.43 2.88
N5 -2.41 -1.04 -2.22
C10 -1.31 -0.30 -2.07
N6 -0.90 -0.38 -0.83
C11 -1.74 -1.23 -0.11
C12 -1.78 -1.73 1.20
C13 -2.83 -2.58 1.56
C14 -3.82 -2.95 0.63
C15 -3.78 -2.48 -0.69
C16 -2.73 -1.63 -1.02
H21 -2.93 -1.12 -3.10
H22 -0.85 0.27 -2.87
H23 -0.99 -1.46 1.89
H24 -2.89 -2.97 2.58
H25 -4.63 -3.61 0.95
H26 -4.51 -2.74 -1.45

2.
DFT (wB97M-V/def2-TZVPD) results for a molecular structure, C16H26O5W.

Properties
Multiplicity   3
HOMO level (spin up / spin down)   -23.5 / -24.6 eV
HOMO-LUMO gap (spin up / spin down)   7.6616 / 8.1359 eV
Charge   +4

CARTESIAN COORDINATES (ANGSTROEM)
W1 0.35 0.18 0.03
C1 0.49 -2.54 -1.45
C2 -0.91 -2.14 -1.85
O1 -1.14 -0.76 -1.39
C3 -1.69 0.17 -2.37
C4 -0.56 1.05 -2.83
O2 0.05 1.66 -1.64
C5 -0.42 2.99 -1.25
C6 -1.34 2.94 -0.02
O3 -1.17 1.62 0.58
C7 -1.72 1.41 1.92
C8 -2.04 -0.07 2.01
O4 -0.84 -0.79 1.55
C9 -1.01 -2.25 1.53
C10 0.30 -2.82 1.02
O5 0.79 -2.04 -0.11
H1 1.23 -2.08 -2.11
H2 0.62 -3.62 -1.49
H3 -1.68 -2.77 -1.40
H4 -1.02 -2.21 -2.93
H5 -2.48 0.74 -1.87
H6 -2.15 -0.37 -3.20
H7 -0.90 1.82 -3.53
H8 0.23 0.48 -3.32
H9 -0.93 3.45 -2.10
H10 0.47 3.58 -1.06
H11 -2.39 3.07 -0.28
H12 -1.05 3.71 0.69
H13 -2.62 2.00 2.06
H14 -0.98 1.71 2.66
H15 -2.87 -0.34 1.36
H16 -2.27 -0.35 3.04
H17 -1.86 -2.49 0.89
H18 -1.20 -2.61 2.54
H19 0.18 -3.87 0.75
H20 1.08 -2.75 1.79
C11 2.14 1.53 0.29
C12 2.73 0.43 -0.43
C13 3.29 -0.66 0.29
C14 3.02 -0.81 1.64
C15 2.19 0.12 2.29
C16 1.82 1.33 1.65
H21 2.20 2.53 -0.13
H22 3.09 0.61 -1.44
H23 3.97 -1.34 -0.21
H24 3.49 -1.60 2.22
H25 1.97 0.00 3.35
H26 1.51 2.18 2.25

3.
DFT (wB97M-V/def2-TZVPD) results for a molecular structure, C16H27BiN2.

Properties
HOMO level (spin up / spin down)   -15.3 / -14.4 eV
Relative energy (zero: lowest compared OMol25 entry of this formula, charge and spin)   0.00 kJ/mol
HOMO-LUMO gap (spin up / spin down)   7.4691 / 5.3055 eV
Charge   +2

CARTESIAN COORDINATES (ANGSTROEM)
C1 3.28 -1.18 1.88
H1 3.45 -0.65 2.82
H2 3.47 -2.25 1.97
H3 -1.60 -0.25 1.11
C2 3.93 -0.46 0.67
H4 3.15 -0.05 0.00
H5 4.48 0.41 1.05
C3 4.87 -1.34 -0.16
H6 5.49 -0.71 -0.81
H7 5.54 -1.93 0.47
H8 4.31 -2.02 -0.81
C4 -1.98 0.75 -0.77
C5 -1.25 0.33 -1.85
C6 -1.06 -1.11 -1.76
C7 -1.68 -1.58 -0.63
C8 -2.22 -0.41 0.18
C9 -3.67 -0.59 0.64
C10 -1.81 -2.99 -0.23
C11 -0.33 -1.94 -2.75
C12 -0.77 1.18 -2.97
C13 -2.48 2.12 -0.53
Bi1 1.06 -0.89 1.51
H9 -2.29 -3.09 0.76
H10 -2.43 -3.55 -0.95
H11 -0.84 -3.52 -0.18
H12 -3.75 -1.45 1.32
H13 -4.02 0.30 1.16
H14 -4.33 -0.77 -0.23
H15 -1.72 2.88 -0.76
H16 -3.36 2.35 -1.15
H17 -2.77 2.26 0.52
H18 0.21 0.84 -3.33
H19 -1.47 1.15 -3.82
H20 -0.68 2.22 -2.65
H21 0.29 -2.70 -2.25
H22 -1.02 -2.46 -3.43
H23 0.33 -1.32 -3.37
N1 -0.26 1.63 2.71
C14 -0.47 2.91 2.37
C15 0.67 3.35 1.72
C16 1.56 2.29 1.68
N2 0.99 1.22 2.31
H24 -0.85 1.04 3.28
H25 -1.39 3.41 2.64
H26 0.84 4.33 1.30
H27 2.58 2.22 1.33

Number 1: molar mass 504.84 g mol⁻¹, E_tot -1532.82702 hartree, F_max 4.04 eV Å⁻¹. Number 2: molar mass 482.22 g mol⁻¹, E_tot -1066.78927 hartree, F_max 2.81 eV Å⁻¹. Number 3: molar mass 456.39 g mol⁻¹, E_tot -949.31132 hartree, F_max 1.83 eV Å⁻¹.